1.
C5H13N2OS as an isolated structure at a distorted geometry. Source: the Open Molecules 2025 dataset; level of theory: ωB97M-V/def2-TZVPD.

As for the total energy: -21247.684 eV. The calculation puts the LUMO energy at -0.141 Eh. The value obtained for the energy above the lowest of the compared OMol25 structures with the same formula, charge and spin is 357.35 kJ/mol. As for the HOMO-LUMO gap: 9.0 eV. The charge is +1.

Positions of all 22 atoms, in Å:
S: -2.8345 -1.0131 -0.7429
O: -0.8005 -0.0170 -2.0451
N: -0.6822 -3.3665 -0.6106
N: -1.2552 -1.1181 -1.3663
C: 0.6460 1.2743 0.3865
C: 1.5727 0.3014 1.0131
C: 0.7568 1.6535 -0.9154
C: -0.4854 -2.1618 -1.1634
C: -0.4599 1.7975 1.3143
H: 1.6606 0.4243 2.1012
H: 1.8178 1.5064 -1.2634
H: 2.5685 0.3181 0.5318
H: 1.1949 -0.8297 0.7382
H: -1.2693 1.9889 0.7182
H: -0.6215 1.2254 2.2505
H: 0.2769 2.6834 -1.0536
H: -0.0901 -4.1012 -0.8483
H: -0.0872 2.8063 1.5450
H: 0.4157 -1.9102 -1.5648
H: 0.0554 0.6908 -1.6048
H: -1.5580 -3.7148 -0.1583
H: -2.8398 0.3672 -0.5010


2.
C4H10N4 as an isolated structure at a distorted geometry. Source: the Open Molecules 2025 dataset; level of theory: ωB97M-V/def2-TZVPD.

As for the total energy: -10264.568 eV. The calculation puts the LUMO energy at 0.036 Eh. The value obtained for the energy above the lowest of the compared OMol25 structures with the same formula, charge and spin is 606.24 kJ/mol. As for the HOMO-LUMO gap: 9.3 eV.

Positions of all 18 atoms, in Å:
N: 1.1255 -0.4006 0.8011
N: -0.5694 -1.0287 1.1579
N: -2.2171 -0.3592 -0.5361
N: -0.8566 -0.6664 -0.2753
C: 0.1074 0.4724 0.1423
C: 0.4762 1.5415 -0.8222
C: 1.8392 -1.2262 -0.1480
C: -0.6614 0.4535 1.5138
H: -0.1175 0.7657 2.4109
H: 2.5772 -0.6263 -0.6956
H: 2.3661 -2.0245 0.3798
H: -0.4177 2.0757 -1.1552
H: 0.9727 1.1302 -1.7050
H: 1.1516 2.2671 -0.3607
H: -1.6831 0.8479 1.5498
H: -2.4585 -0.6922 -1.4673
H: -2.8203 -0.8532 0.1218
H: 1.1857 -1.6768 -0.9120


3.
C50H47BClF5LaN5O2S4Te as an isolated structure at a distorted geometry. Source: the Open Molecules 2025 dataset; level of theory: ωB97M-V/def2-TZVPD.

As for the total energy: -142450.505 eV. As for the spin multiplicity: 2. The calculation puts the LUMO energy (spin up / spin down) at 0.076 / 0.076 Eh. The value obtained for the energy above the lowest of the compared OMol25 structures with the same formula, charge and spin is 32.51 kJ/mol. As for the HOMO-LUMO gap (spin up / spin down): 4.6 / 7.3 eV. The charge is -1.

Positions of all 117 atoms, in Å:
La: -0.2251 0.2798 -1.0017
Te: 0.5774 -1.9183 2.1918
Cl: 1.7544 1.0976 0.5561
S: 3.8349 4.3795 -0.0236
S: 6.5434 -0.4684 -4.1979
S: 1.9593 3.7643 -2.2846
S: -5.0384 2.8885 -3.5435
F: -1.3116 2.7350 -0.3849
F: -2.6919 4.5028 -0.2045
F: -0.4579 -2.5126 -2.7408
F: -0.6376 -3.1715 -0.6826
F: 1.3095 -2.5993 -1.4592
O: -3.5243 2.3798 0.4238
O: -2.6021 -0.5536 -1.6580
N: -1.7150 0.2185 0.9405
N: 1.3000 4.2952 0.2406
N: 1.6337 0.3479 -2.7580
N: -4.6356 -0.8683 -2.5918
N: -0.8797 1.4291 -3.1727
C: 0.0465 1.4180 -4.2061
C: 2.8682 -0.0542 -2.5178
C: -3.7136 -0.8390 3.0776
C: 1.7620 4.2360 1.6185
C: -4.4973 1.4477 2.9727
C: -2.5197 2.4103 -4.6425
C: -5.3518 1.1888 4.0343
C: 7.0721 -1.2179 -1.8270
C: 0.1106 -3.0468 5.3653
C: 1.9811 1.5587 -6.2580
C: 5.2581 -0.4248 -3.0547
C: 2.7874 -5.6034 4.5890
C: -5.8624 3.6275 -5.8352
C: 0.0954 1.3321 5.0234
C: 3.0320 -5.3535 3.2468
C: 0.9831 -0.4283 3.6239
C: 2.7068 -4.1117 1.1063
C: -4.4892 3.2854 -5.9968
C: 3.6123 0.5545 -4.6919
C: 5.6980 -0.8536 -1.8312
C: 2.4661 1.0617 4.7718
C: 0.7367 2.0080 -6.4947
C: 2.2382 4.1531 -0.7129
C: -0.2912 1.9654 -5.4759
C: 3.9166 0.0297 -3.4351
C: -4.5775 -1.0878 4.1322
C: 1.8418 -4.8204 5.2339
C: -2.0872 1.9356 -3.4236
C: -2.6824 0.6115 1.4509
C: 1.4588 -3.5299 3.2423
C: -6.0458 -0.5473 -2.6005
C: -0.0265 -2.1926 -1.4619
C: -3.8954 2.8586 -4.8384
C: 1.3340 0.9037 -3.9768
C: -6.2971 3.4578 -4.5594
C: 3.4913 -0.6624 3.2753
C: -5.3953 -0.0733 4.6121
C: 2.3859 -4.3296 2.5589
C: -1.5657 2.4362 -5.6981
C: 1.3865 1.7376 5.3221
C: 3.5037 -6.7060 5.3219
C: 2.2908 -0.0182 3.9089
C: 7.6603 -1.0593 -3.0429
C: -4.1293 -1.7557 -3.6221
C: 2.3365 0.9921 -4.9831
C: -0.0980 0.2481 4.1784
C: -3.8070 -0.3279 -1.6941
C: 1.1576 -3.7952 4.5849
C: -3.6784 0.4303 2.5010
C: 3.1582 4.8500 1.5949
B: -2.5888 3.1660 -0.0068
H: -4.3137 -1.3201 -4.6066
H: -3.0495 -1.6079 2.7020
H: -4.6037 -2.0718 4.5820
H: 3.0401 -0.4693 -1.5325
H: -6.2776 0.0976 -1.7549
H: -6.0686 -0.2675 5.4377
H: -1.1050 -0.0795 3.9496
H: -3.0607 -1.8929 -3.4782
H: 1.0857 4.7974 2.2636
H: 3.4754 1.3868 4.9999
H: -6.3140 -0.0216 -3.5194
H: 4.4099 -0.2862 3.7269
H: -4.6315 -2.7232 -3.5596
H: 4.3788 0.6431 -5.4556
H: -5.9901 1.9787 4.4090
H: 0.4771 2.4319 -7.4581
H: 3.4507 -4.8323 0.7668
H: 1.6109 -5.0161 6.2772
H: 1.8022 3.1965 1.9548
H: -2.7682 1.9593 -2.5764
H: 3.9512 -6.3389 6.2473
H: 3.0895 -3.1036 0.9296
H: 3.5085 -0.4329 2.2063
H: 3.4734 -1.7478 3.3794
H: -1.8183 2.8466 -6.6675
H: -4.2832 0.3636 -0.9826
H: 4.2979 -7.1331 4.7096
H: -0.7058 -2.7182 4.7209
H: -0.7589 1.8503 5.4414
H: -4.4566 2.4107 2.4875
H: 2.7464 1.6166 -7.0238
H: 3.7537 -5.9638 2.7134
H: -0.2961 -3.6901 6.1468
H: -7.2775 3.6493 -4.1551
H: 2.8187 -7.5133 5.5904
H: 8.6828 -1.2535 -3.3216
H: 0.5185 -2.1519 5.8394
H: 3.1262 5.9366 1.6715
H: 0.3779 3.9537 0.0008
H: 1.5566 2.5832 5.9778
H: 5.0685 -0.8971 -0.9547
H: -3.9635 3.3554 -6.9374
H: -6.4916 3.9875 -6.6370
H: 7.5947 -1.5767 -0.9520
H: 3.7854 4.4448 2.3858
H: -6.6408 -1.4603 -2.5248
H: 1.8244 -4.2109 0.4717


4.
C20H16BeFN5O5 as an isolated structure at a distorted geometry. Source: the Open Molecules 2025 dataset; level of theory: ωB97M-V/def2-TZVPD.

As for the total energy: -41810.077 eV. The calculation puts the LUMO energy at -0.033 Eh. The value obtained for the energy above the lowest of the compared OMol25 structures with the same formula, charge and spin is 53.38 kJ/mol. As for the HOMO-LUMO gap: 7.8 eV.

Positions of all 48 atoms, in Å:
F: -1.5464 -13.3714 13.6399
O: -3.4243 -8.7594 15.5827
O: -3.5055 -8.9156 11.8638
O: -0.3686 -7.2500 12.9636
O: -1.0348 -9.2809 12.4172
O: -4.2914 -12.9961 14.0854
N: -3.8067 -10.9642 15.1005
N: -0.8116 -8.2539 9.8867
N: -3.7540 -10.6470 10.3725
N: -1.6988 -10.0046 14.8287
N: -2.5123 -10.1179 10.0722
C: -5.5240 -10.2370 11.8430
C: -8.2150 -10.6967 12.6449
C: -1.1921 -11.2207 14.2998
C: -3.5102 -12.0989 14.3519
C: 0.1098 -7.3157 9.9054
C: -0.9183 -8.7831 14.7005
C: -0.7619 -8.3479 13.2775
C: -7.4640 -11.6100 11.8822
C: -0.6802 -9.2839 8.9327
C: -2.0709 -11.3018 7.9583
C: -3.0158 -9.8452 15.2065
C: -6.2359 -9.2216 12.4726
C: -6.1452 -11.3963 11.5460
C: -7.5452 -9.4775 12.9418
C: 0.3911 -9.3108 8.1008
C: 1.3626 -8.3392 8.1597
C: -4.1252 -9.8527 11.3887
C: -1.7529 -10.2879 9.0660
C: 1.2491 -7.2946 9.0826
C: -2.0430 -12.1966 14.0499
Be: -2.0944 -8.9080 11.3093
H: -4.7954 -10.7794 15.0892
H: 2.0088 -6.5208 9.1539
H: -1.4109 -11.1070 7.0665
H: -7.9615 -8.6777 13.5996
H: -1.4657 -8.0621 15.2730
H: -1.6054 -12.2565 8.2444
H: -7.9206 -12.5124 11.4421
H: -5.7759 -8.2895 12.7264
H: -0.1407 -11.1497 13.9519
H: 2.0923 -8.3346 7.3436
H: -0.0711 -6.6130 10.7004
H: -3.1377 -11.4703 7.6920
H: 0.0493 -8.9644 15.1625
H: 0.3501 -9.9940 7.2666
H: -5.6050 -12.1571 10.9276
H: -9.2658 -10.8947 12.8354